{"formula": "C29H47IN2O6PS", "method": "ωB97M-V with the def2-TZVPD basis set", "symbols": ["C", "O", "C", "C", "C", "C", "C", "C", "C", "C", "C", "C", "N", "C", "O", "C", "C", "S", "C", "P", "N", "C", "C", "C", "C", "C", "C", "O", "C", "C", "C", "C", "O", "I", "C", "C", "O", "H", "H", "H", "H", "H", "H", "H", "H", "H", "H", "H", "H", "H", "H", "H", "H", "H", "H", "H", "H", "H", "H", "H", "H", "H", "H", "H", "H", "H", "H", "H", "H", "H", "H", "H", "H", "H", "H", "H", "H", "H", "H", "C", "C", "O", "H", "H", "H", "H", "H"], "positions_angstrom": [[11.8622, -1.6220, 0.3537], [10.6133, -1.8395, -0.3156], [9.9725, -0.6164, -0.7058], [8.4210, -0.6807, -0.3341], [7.7965, 0.7317, -0.0091], [6.9533, 1.3459, -1.2116], [6.2410, 2.6672, -0.7008], [4.7318, 2.8081, -1.2107], [3.6941, 2.8365, -0.0176], [2.3016, 3.4635, -0.4215], [1.5329, 4.1035, 0.8192], [0.0735, 3.4789, 1.0215], [-0.0983, 3.0337, 2.4425], [-1.3798, 3.3748, 3.0445], [-1.6165, 4.2311, 3.8491], [-2.4319, 2.3683, 2.4947], [-3.8703, 2.4273, 2.4186], [-4.7171, 3.9022, 3.0463], [-4.5491, 1.2401, 1.8033], [-6.4214, 1.2171, 1.6503], [-7.0683, -0.1559, 2.1274], [-3.7146, 0.1109, 1.3271], [-4.3336, -1.1603, 0.6393], [-4.1045, -1.0110, -0.9369], [-5.0403, 0.0625, -1.5982], [-6.5172, -0.4243, -1.8832], [-6.6369, -1.7731, -2.6881], [-6.5412, -1.5402, -4.1095], [-5.1680, -1.4964, -4.5375], [-2.2360, 0.1003, 1.4728], [-1.3519, -1.1111, 1.0133], [-1.1518, -2.0065, 2.3121], [-0.5552, -1.5605, 3.2466], [-1.9976, -3.9836, 2.3870], [-1.5640, 1.2467, 2.0619], [-0.0567, 1.5685, 2.3165], [0.8915, 0.8606, 2.4149], [11.6926, -1.8194, 1.4532], [12.5830, -2.4177, 0.0093], [12.2936, -0.6019, 0.2071], [10.0287, -0.5396, -1.8295], [10.3912, 0.2853, -0.1911], [8.3790, -1.3192, 0.5955], [7.8719, -1.2518, -1.1248], [8.6373, 1.4110, 0.2875], [7.1328, 0.6127, 0.8929], [6.2435, 0.5510, -1.5541], [7.6909, 1.5520, -2.0336], [6.8700, 3.5270, -1.0704], [6.3110, 2.6975, 0.4171], [4.6952, 3.7455, -1.8364], [4.5652, 1.9585, -1.9227], [4.1479, 3.4474, 0.8094], [3.5699, 1.7636, 0.3037], [2.5403, 4.3188, -1.1217], [1.6681, 2.7522, -1.0112], [1.4355, 5.2179, 0.7050], [2.1084, 3.8286, 1.7410], [0.0319, 2.6049, 0.3050], [-0.7312, 4.1844, 0.6814], [-5.8355, 3.9619, 2.2418], [-6.7506, 1.4314, 0.2684], [-7.0157, 2.2467, 2.4538], [-7.7331, -0.0096, 2.8871], [-3.8067, -2.0489, 1.0625], [-5.4328, -1.2624, 0.8088], [-4.1080, -2.0088, -1.4433], [-3.0485, -0.6192, -1.0440], [-5.1165, 0.9120, -0.8559], [-4.5592, 0.5166, -2.5109], [-6.9889, 0.3675, -2.5380], [-7.0878, -0.4303, -0.9126], [-5.9274, -2.5682, -2.3479], [-7.6772, -2.1686, -2.5221], [-4.9242, -0.4843, -4.9646], [-5.0600, -2.2767, -5.3444], [-4.4387, -1.7377, -3.7172], [-0.3681, -0.6602, 0.7052], [-1.8405, -1.6832, 0.1909], [-4.3190, -7.4210, -0.4647], [-4.2809, -6.0766, 0.2961], [-4.1477, -5.0919, -0.6024], [-3.3981, -7.5902, -1.0307], [-4.4267, -8.2570, 0.2458], [-5.1653, -7.4684, -1.1558], [-3.4695, -6.2012, 1.0604], [-5.1932, -6.0782, 0.9385]], "atomic_forces_ev_per_a": [[0.1, -1.1, 0.7], [0.6, 1.3, 0.0], [-1.8, -0.2, -0.5], [0.9, -0.3, 0.7], [-0.2, -0.7, -0.5], [0.9, -0.1, 1.4], [0.1, -0.3, -0.8], [0.9, 0.4, 0.1], [0.0, -0.2, -0.9], [0.6, 1.2, 0.0], [-0.5, -0.9, -0.2], [1.2, 0.8, -0.9], [0.5, -0.2, 0.1], [-2.0, -0.8, -0.8], [0.8, 0.0, -0.5], [1.6, -1.0, -0.2], [0.8, -2.0, -1.2], [0.1, -0.4, -0.5], [2.4, 0.8, 0.0], [-0.7, -2.1, 1.0], [0.2, 0.8, -0.2], [0.0, 0.6, 0.6], [0.1, 0.9, -0.7], [1.0, 0.4, 0.3], [-0.2, 0.0, 0.6], [0.5, 0.4, -0.5], [-1.2, 0.3, 0.5], [1.2, -0.1, 0.9], [0.1, -0.3, -0.7], [-0.1, 1.2, 0.5], [-0.9, 0.4, 0.5], [0.7, 1.0, -0.1], [-0.5, -0.4, -0.5], [0.0, 0.3, -0.4], [-3.6, -0.9, -0.4], [-2.7, 0.5, 0.4], [-0.1, 0.4, -0.4], [0.3, 0.5, -0.9], [-0.6, 0.9, 0.2], [-0.4, -0.8, 0.0], [0.3, 0.3, 1.0], [0.0, -0.8, -0.5], [0.0, 0.6, -0.9], [0.3, 0.6, 0.6], [-0.8, -0.3, -0.2], [0.5, 0.2, -0.9], [0.4, 0.8, 0.2], [-0.9, -0.1, 0.5], [-0.8, -0.7, 0.4], [-0.3, -0.1, -0.9], [-0.3, -0.8, 0.7], [-0.2, 0.7, 0.7], [-0.5, -0.6, -0.7], [0.0, 1.1, 0.1], [-0.3, -0.9, 0.5], [0.5, 0.5, 0.6], [0.3, -1.1, 0.3], [-0.6, 0.6, -0.7], [-0.3, 0.7, 0.9], [0.6, -0.6, 0.6], [1.0, -0.3, 0.4], [0.5, 0.6, 0.6], [0.8, 0.1, -0.8], [0.3, -0.1, -0.2], [-0.7, 0.5, -0.6], [1.0, 0.1, 0.3], [-0.2, 0.7, 0.6], [-1.0, -0.4, -0.1], [0.2, -0.7, -0.9], [-0.5, -0.7, 0.8], [0.3, -0.8, 0.7], [0.5, -0.4, -0.9], [-0.5, 0.7, -0.3], [1.0, 0.3, -0.2], [-0.2, -0.9, 0.4], [0.1, 0.8, 0.7], [-0.8, 0.2, -0.7], [-0.8, -0.9, 0.4], [0.6, 0.4, 0.7], [0.0, -0.7, 0.7], [-0.2, -0.6, -1.4], [0.1, 0.9, 0.6], [0.0, 0.2, 0.0], [0.0, -0.1, 0.0], [0.0, 0.2, 0.0], [0.5, 0.2, 0.2], [-0.3, 0.3, 0.0]], "lowdin_charge": [-0.120, -0.219, -0.229, -0.170, -0.219, -0.204, -0.204, -0.206, -0.207, -0.204, -0.148, -0.137, 0.000, -0.362, 0.116, -0.084, -0.495, 0.766, -0.242, 0.742, -0.315, -0.100, -0.122, -0.175, -0.210, -0.170, -0.211, -0.217, -0.115, -0.077, -0.111, -0.818, -0.014, 0.931, 0.008, -0.349, 0.164, 0.092, 0.089, 0.084, 0.125, 0.107, 0.114, 0.110, 0.104, 0.111, 0.105, 0.110, 0.106, 0.096, 0.102, 0.101, 0.109, 0.122, 0.101, 0.107, 0.108, 0.107, 0.120, 0.139, -0.146, 0.001, -0.011, -0.044, 0.059, 0.084, 0.105, 0.100, 0.063, 0.107, 0.117, 0.087, 0.121, 0.125, 0.086, 0.092, 0.085, 0.127, 0.092, -0.163, -0.655, -0.377, 0.048, 0.040, 0.047, 0.003, 0.070], "homo_energy_ha": -0.106, "charge": -1, "fmax_ha_per_bohr": 0.0733, "homo_lumo_gap_ev": 3.96, "relative_energy_kj_mol": 0.0}